Here is a molecular structure, C38H99F6FeN10O13S2 at a distorted geometry from OMol25. Energies are from the ωB97M-V functional and the def2-TZVPD basis.

Structure (XYZ):
```
169
Properties=species:S:1:pos:R:3:mulliken_spin:R:1
Fe -5.8269 -2.8876 0.8988 5.87
C -3.4805 2.1534 -0.0589 0.01
F -2.6094 3.0889 -0.5010 0.00
F -3.8849 2.5276 1.1776 0.00
F -4.5042 1.9633 -0.8817 0.00
S -2.5184 0.4155 0.0820 0.06
O -3.1250 -0.3908 -0.9538 0.00
O -1.0770 0.6881 0.0006 -0.01
N -3.1748 -0.3293 1.5535 0.67
S -2.0588 0.1357 2.5177 -0.02
O -0.9161 -0.7293 2.4864 0.17
O -1.8324 1.5855 2.4638 0.22
C -2.8306 -0.0982 4.2803 0.00
F -1.8749 0.1409 5.2067 0.00
F -3.8533 0.7222 4.4462 0.00
F -3.1528 -1.3739 4.3482 0.00
C -4.3000 1.2955 12.5295 0.00
C -5.7535 0.8454 12.7600 0.00
C -6.0545 -0.5850 12.1793 0.00
O -7.4130 -1.0280 12.1596 0.00
C -8.1787 -0.4185 11.1050 0.00
N -6.0530 0.7226 14.1572 0.00
H -4.2254 1.6535 11.5027 0.00
H -3.5034 0.5610 12.6483 0.00
H -4.1418 2.1645 13.1682 0.00
H -6.2910 1.6966 12.3420 0.00
H -5.5629 -1.3942 12.7193 0.00
H -5.6450 -0.6664 11.1724 0.00
H -9.2544 -0.5929 11.0833 0.00
H -7.7712 -0.7492 10.1497 0.00
H -8.1650 0.6626 11.2436 0.00
H -5.4757 0.0086 14.5779 0.00
H -6.9694 0.2988 14.1842 0.00
C 5.5501 1.5854 2.1282 0.05
C 7.0487 1.7998 2.1211 0.00
C 7.8371 0.6472 1.3876 0.00
O 7.7324 -0.5414 2.1803 0.00
C 8.4671 -1.6376 1.7646 0.00
N 7.3794 3.0709 1.4504 0.37
H 5.1754 0.6753 2.5967 0.00
H 5.1616 1.6378 1.1111 0.00
H 5.1386 2.3726 2.7599 0.00
H 7.2532 1.8873 3.1881 0.01
H 8.9053 0.8094 1.2435 0.00
H 7.3995 0.5323 0.3959 0.00
H 9.5307 -1.4411 1.6289 0.00
H 8.0290 -2.0075 0.8377 0.00
H 8.3954 -2.5056 2.4201 0.00
H 6.7377 3.8148 1.6852 -0.01
H 7.2779 3.0486 0.4458 -0.01
C -2.9416 -3.6823 -9.7244 0.00
C -2.4982 -2.7319 -8.5558 0.00
C -1.5256 -1.6332 -9.0812 0.00
O -1.0682 -0.6306 -8.1040 0.00
C -0.2691 -1.1611 -7.0906 0.00
N -3.7327 -2.1539 -8.0177 0.00
H -3.3433 -3.1436 -10.5826 0.00
H -3.6565 -4.4155 -9.3509 0.00
H -2.1335 -4.3200 -10.0828 0.00
H -2.0972 -3.2629 -7.6925 0.00
H -1.9170 -1.1070 -9.9519 0.00
H -0.6243 -2.1209 -9.4525 0.00
H -0.6092 -2.1049 -6.6643 0.00
H -0.2782 -0.4368 -6.2762 0.00
H 0.7433 -1.2804 -7.4767 0.00
H -3.4309 -1.4917 -7.3173 0.00
H -4.1600 -1.6353 -8.7717 0.00
C 4.7288 -2.9306 7.3513 0.00
C 4.1343 -4.3263 6.8684 0.00
C 2.7872 -4.5136 7.5477 0.00
O 2.9189 -4.6979 8.9468 0.00
C 1.6518 -4.7737 9.6556 0.00
N 3.9417 -4.1315 5.4280 0.00
H 5.7841 -2.7897 7.1179 0.00
H 4.6920 -2.8782 8.4394 0.00
H 4.1512 -2.1208 6.9053 0.00
H 4.8342 -5.1382 7.0657 0.00
H 2.2434 -5.3458 7.1008 0.00
H 2.1654 -3.6453 7.3299 0.00
H 1.9035 -4.8619 10.7125 0.00
H 1.0568 -5.6685 9.4731 0.00
H 0.9520 -3.9485 9.5239 0.00
H 3.0872 -3.6130 5.2826 0.00
H 4.7191 -3.5381 5.1757 0.00
C 9.3754 -1.9326 -6.4598 0.00
C 8.2567 -2.7368 -5.8010 0.00
C 7.1312 -1.9855 -5.0492 0.00
O 6.1916 -2.9264 -4.5861 0.00
C 5.4735 -2.5001 -3.3950 0.00
N 7.7728 -3.6504 -6.7710 0.00
H 10.0396 -1.4491 -5.7435 0.00
H 8.8764 -1.3121 -7.2041 0.00
H 9.9807 -2.5634 -7.1107 0.00
H 8.7493 -3.3416 -5.0396 0.00
H 6.6734 -1.2038 -5.6554 0.00
H 7.6312 -1.5085 -4.2063 0.00
H 4.5372 -3.0574 -3.4237 0.00
H 5.3653 -1.4155 -3.4079 0.00
H 6.0567 -2.6184 -2.4818 0.00
H 7.5996 -3.1890 -7.6526 0.00
H 6.8295 -3.8608 -6.4777 0.00
C -9.8989 -1.6023 -3.2364 0.00
C -8.9182 -1.2490 -2.1466 0.00
C -9.4553 -0.4824 -0.9894 0.02
O -8.3969 -0.2619 -0.0986 0.00
C -8.7309 0.5717 1.0082 -0.01
N -8.4257 -2.5023 -1.6587 0.03
H -9.3165 -2.0241 -4.0555 0.00
H -10.3155 -0.6666 -3.6091 0.00
H -10.6443 -2.3790 -3.0656 0.00
H -8.0794 -0.6384 -2.4808 0.00
H -10.2620 -1.0928 -0.5836 0.00
H -9.9124 0.4494 -1.3223 0.00
H -7.9801 0.8384 1.7520 0.00
H -9.5378 0.1369 1.5981 0.00
H -9.0834 1.5137 0.5883 0.00
H -8.1455 -3.0156 -2.4822 0.00
H -9.2158 -3.0975 -1.4551 -0.01
C 3.9260 5.0248 -3.9593 0.00
C 5.3455 4.9962 -4.5688 -0.01
C 5.3313 4.8903 -6.0951 0.09
O 6.5905 4.7366 -6.8022 0.01
C 6.3946 4.1754 -8.0765 0.00
N 6.1859 6.0868 -4.0662 0.47
H 3.4095 5.9600 -4.1754 0.00
H 4.0337 4.8262 -2.8930 0.01
H 3.3420 4.1829 -4.3311 0.00
H 5.8473 4.1394 -4.1191 0.00
H 4.8526 5.7768 -6.5112 0.00
H 4.6868 4.0217 -6.2299 0.01
H 5.9190 3.2130 -7.8875 0.00
H 7.3542 3.7807 -8.4104 0.00
H 5.9398 4.8940 -8.7582 0.00
H 7.1189 6.0871 -4.4529 0.00
H 5.8183 6.9757 -4.3739 0.00
C -0.8285 9.1652 0.0828 0.00
C -1.4078 10.0837 -1.0356 0.00
C -2.8026 10.6370 -0.7831 0.00
O -3.7749 9.5868 -0.7442 0.00
C -4.2120 9.1299 -2.0358 0.00
N -0.4364 11.2016 -1.1566 0.00
H 0.1168 8.7312 -0.2432 0.00
H -1.5423 8.3708 0.3009 0.00
H -0.6437 9.6306 1.0510 0.00
H -1.3544 9.4609 -1.9286 0.00
H -3.0491 11.3761 -1.5453 0.00
H -2.7950 11.2911 0.0888 0.00
H -3.3326 8.8909 -2.6340 0.00
H -4.7566 9.9573 -2.4907 0.00
H -4.8153 8.2401 -1.8558 0.00
H -0.3963 11.8543 -0.3869 0.00
H -0.7217 11.9041 -1.8238 0.00
C -1.0467 -6.3891 0.6401 -0.01
C -1.5330 -6.1023 -0.7814 0.01
C -0.8851 -7.0865 -1.7477 0.00
O -1.1658 -6.7961 -3.1103 0.00
C -0.3262 -7.4774 -4.0614 0.00
N -2.9422 -6.1623 -0.8377 -0.03
H -1.2515 -7.3829 1.0381 0.00
H -1.4226 -5.7221 1.4159 0.00
H 0.0394 -6.3290 0.7091 0.00
H -1.2222 -5.1171 -1.1290 0.01
H -1.2017 -8.1130 -1.5625 0.00
H 0.1807 -7.0484 -1.5228 0.00
H 0.7398 -7.4068 -3.8449 0.00
H -0.4765 -7.0292 -5.0435 0.00
H -0.4845 -8.5493 -4.1804 0.00
H -3.1684 -7.0653 -0.4459 0.00
H -3.1482 -6.3504 -1.8084 0.01
```

## Properties
2S+1 = 9
HOMO (spin up / spin down) = -5.04 / -9.79 eV
Relative energy (zero: lowest compared OMol25 entry of this formula, charge and spin) = 505.2 kJ/mol
Molecular weight = 1138.23 g mol⁻¹
Expectation value of S² = 20.02
Net charge = +1